[1]
DFT (the ωB97M-V functional and the def2-TZVPD basis) results for a cluster of 7 separate species, C15H29O27S6 in total.

## Properties
multiplicity: 1
net charge: -1
DFT total energy: -136315.127 eV
HOMO-LUMO gap: 4.85 eV
HOMO energy: -3.9 eV
lowest unoccupied orbital energy: 0.9 eV

Last column: Löwdin charge in e.
Cartesian coordinates (Å):
C 0.9552 -4.0362 6.1922  -0.062
C 0.0026 -2.9265 5.7130  -0.291
O -1.1960 -2.8573 6.4450  -0.075
C -2.2392 -3.7104 5.9468  -0.778
O -3.0130 -4.1076 6.8265  -0.050
O -2.2513 -3.9211 4.7183  -0.048
H 0.5743 -4.5391 7.0806  0.073
H 1.1149 -4.7703 5.3980  0.056
H 1.9378 -3.6140 6.4191  0.055
H 0.5124 -1.9643 5.8503  0.103
H -0.1832 -3.0263 4.6489  0.051
C -0.8474 -2.4276 -0.5002  -0.160
C -2.1724 -2.2106 0.1982  -0.154
O -1.9629 -2.7327 1.5147  -0.166
S -0.4550 -2.4964 1.9632  0.600
O -0.3727 -1.3193 2.7554  -0.223
O 0.0875 -3.7240 2.4020  -0.204
O 0.1312 -2.1459 0.5074  -0.186
H -0.7265 -3.4644 -0.8214  0.126
H -0.7068 -1.7597 -1.3432  0.099
H -2.9944 -2.7370 -0.2783  0.136
H -2.4135 -1.1483 0.2753  0.126
C -0.2561 -7.7189 2.8949  -0.143
C 0.3375 -8.8790 2.1185  -0.166
O 0.5323 -8.3546 0.7956  -0.197
S 0.8960 -6.7924 0.8949  0.586
O 2.3045 -6.6334 0.8112  -0.221
O 0.0292 -6.0902 0.0161  -0.226
O 0.4459 -6.5779 2.3950  -0.189
H -1.3191 -7.5891 2.6869  0.141
H -0.1074 -7.7989 3.9677  0.140
H -0.3191 -9.7437 2.0784  0.130
H 1.3099 -9.1744 2.5187  0.130
C 1.4193 1.6808 -1.7373  -0.137
C 0.4671 2.8367 -1.9704  -0.150
O -0.4565 2.3443 -2.9492  -0.234
S -0.6777 0.7864 -2.7374  0.583
O -1.8613 0.5697 -1.9807  -0.216
O -0.4775 0.1248 -3.9780  -0.217
O 0.5715 0.5209 -1.7807  -0.186
H 2.1554 1.6019 -2.5376  0.117
H 1.9283 1.7347 -0.7789  0.138
H 0.9666 3.7241 -2.3500  0.118
H -0.0886 3.0906 -1.0652  0.139
C 2.0533 4.3600 -7.2935  -0.151
C 0.7399 4.5415 -6.5585  -0.155
O 0.9979 4.0031 -5.2590  -0.190
S 2.5146 4.2600 -4.8483  0.585
O 2.5845 5.4145 -4.0242  -0.218
O 3.0732 3.0235 -4.4356  -0.208
O 3.0548 4.6397 -6.3020  -0.183
H 2.1835 3.3322 -7.6356  0.137
H 2.1674 5.0414 -8.1318  0.134
H -0.0865 4.0085 -7.0196  0.141
H 0.4819 5.5978 -6.4522  0.132
C 1.6354 1.3267 3.6750  -0.149
C 1.6280 2.4351 4.7062  -0.163
O 2.5435 1.9863 5.7140  -0.188
S 3.7193 1.1417 5.0367  0.588
O 4.8445 1.9874 4.8297  -0.236
O 3.8508 -0.0841 5.7325  -0.211
O 3.0126 0.9075 3.6289  -0.186
H 1.0171 0.4824 3.9831  0.121
H 1.3209 1.6597 2.6901  0.131
H 0.6459 2.5989 5.1401  0.136
H 2.0090 3.3736 4.2952  0.128
C -3.2235 7.0829 -4.3156  -0.164
C -3.6693 6.4482 -5.6175  -0.168
O -3.2560 5.0822 -5.4991  -0.194
S -3.3554 4.6130 -3.9650  0.618
O -4.5835 3.9391 -3.7572  -0.200
O -2.1150 4.0325 -3.6012  -0.204
O -3.4775 6.0793 -3.3293  -0.183
H -2.1538 7.3035 -4.3206  0.132
H -3.7796 7.9844 -4.0733  0.135
H -3.2046 6.8995 -6.4899  0.132
H -4.7553 6.4749 -5.7267  0.134


[2]
DFT (the ωB97M-V functional and the def2-TZVPD basis) results for a structure of composition C15H30AlAsN8S.

## Properties
multiplicity: 1
net charge: +4
DFT total energy: -106199.722 eV
HOMO-LUMO gap: 9.21 eV
HOMO energy: -21.2 eV
lowest unoccupied orbital energy: -11.9 eV

Last column: Löwdin charge in e.
Cartesian coordinates (Å):
Al -0.2848 -0.0192 -0.1686  0.017
N 3.7206 -4.3423 -0.3605  0.259
C 3.4315 -2.8751 -0.0898  -0.263
C 3.2482 -2.1164 -1.4050  -0.059
C 2.6974 -0.6865 -1.1466  -0.250
N 1.2191 -0.5582 -1.5204  0.055
C 2.9121 -0.2832 0.3045  -0.093
C 2.1717 -1.2180 1.2588  -0.255
N 0.7414 -0.7323 1.4094  0.097
C 2.2013 -2.6930 0.7944  -0.067
H 4.5393 -4.4552 -0.9698  0.195
H 2.9427 -4.8295 -0.8155  0.187
H 3.9312 -4.8524 0.5044  0.193
H 4.3248 -2.5337 0.4344  0.173
H 2.5657 -2.6750 -2.0551  0.137
H 4.1913 -2.0423 -1.9476  0.148
H 3.2384 -0.0039 -1.7977  0.157
H 0.8929 -1.4326 -1.9317  0.049
H 1.1540 0.0890 -2.3067  0.125
H 2.6122 0.7514 0.4866  0.123
H 3.9814 -0.3004 0.5219  0.154
H 2.6247 -1.1544 2.2469  0.169
H 0.7608 0.0142 2.1092  0.148
H 0.1888 -1.4674 1.8573  0.137
H 1.3027 -2.9388 0.2131  0.121
H 2.2116 -3.3532 1.6632  0.146
N 0.6377 3.9798 -0.6225  0.125
C 0.9669 2.7582 -0.9862  -0.044
N 0.1387 1.8983 -0.3731  0.099
C -0.6830 2.7286 0.3592  -0.249
N -0.4071 3.9895 0.2410  0.226
C -1.7230 2.0977 1.1718  -0.134
C -2.6450 2.7529 1.9720  0.024
N -3.5327 2.0639 2.6828  0.177
C -3.5031 0.7368 2.6001  -0.029
C -2.5999 0.0694 1.7832  -0.066
N -1.7042 0.7580 1.0638  0.044
H 1.0610 4.8571 -0.9143  0.210
H 1.7660 2.5358 -1.6773  0.163
H -2.6565 3.8354 2.0433  0.156
H -4.2171 0.1847 3.2008  0.145
H -2.5735 -1.0094 1.7133  0.107
C -4.7669 -2.0566 -0.2069  -0.211
As -3.5796 -1.8639 -1.6852  0.881
C -4.0363 -0.3377 -2.7297  -0.207
C -3.6306 -3.4385 -2.7492  -0.213
S -1.4625 -1.7759 -1.0391  0.427
H -5.7108 -2.4264 -0.6131  0.076
H -4.9408 -1.0941 0.2678  0.042
H -4.3630 -2.7872 0.4904  0.060
H -4.9897 -0.5544 -3.2159  0.076
H -3.2673 -0.1831 -3.4826  0.057
H -4.1450 0.5331 -2.0874  0.052
H -4.6552 -3.5362 -3.1133  0.076
H -3.3716 -4.2972 -2.1341  0.063
H -2.9457 -3.3311 -3.5867  0.061


[3]
DFT (the ωB97M-V functional and the def2-TZVPD basis) results for a structure of composition C15H30BF4N5SiTc.

## Properties
multiplicity: 2
net charge: +2
DFT total energy: -45109.370 eV
HOMO-LUMO gap (spin up / spin down): 7.37 / 7.88 eV
HOMO energy (spin up / spin down): -15.4 / -15.4 eV
lowest unoccupied orbital energy (spin up / spin down): -8.0 / -7.5 eV
<S²>: 0.81
relative energy (zero: lowest compared OMol25 entry of this formula, charge and spin): 0.5 kcal per mole

Last column: Löwdin charge in e.
Cartesian coordinates (Å):
Tc 0.5176 0.1390 0.3756  1.638
C 1.8759 2.2159 2.1841  -0.135
C 0.4006 2.0616 2.6009  -0.147
N -0.4632 1.7459 1.4254  -0.149
C -0.6505 2.9316 0.5345  -0.141
C -0.6564 2.5321 -0.9350  -0.135
N 0.4119 1.5333 -1.2474  -0.164
C 1.7746 2.0750 -1.5203  -0.146
C 2.4321 2.5421 -0.2371  -0.152
N 2.1748 1.5687 0.8636  -0.139
H 2.4973 1.7518 2.9463  0.136
H 2.1641 3.2646 2.1332  0.125
H 0.0505 2.9745 3.0847  0.140
H 0.2852 1.2400 3.3014  0.108
H -1.3699 1.4607 1.7855  0.090
H 0.1436 3.6436 0.7440  0.113
H -1.5856 3.4380 0.7762  0.144
H -0.5462 3.4114 -1.5724  0.143
H -1.6033 2.0533 -1.1824  0.099
H 0.1226 1.0457 -2.0929  0.133
H 1.7239 2.8907 -2.2444  0.141
H 2.3374 1.2578 -1.9714  0.117
H 2.0506 3.5159 0.0575  0.114
H 3.5021 2.6678 -0.4026  0.143
H 3.0071 1.0009 0.9829  0.123
C 3.6437 -1.6943 -0.9376  0.001
C 2.2690 -2.1769 -1.2665  -0.276
C 2.0188 -3.3334 -1.9985  0.021
C 0.7147 -3.7364 -2.2291  0.013
C -0.3620 -3.0025 -1.7319  0.021
C -0.0437 -1.8792 -1.0096  -0.377
N 1.2264 -1.4785 -0.8092  0.014
N -0.8508 -0.9298 -0.3234  -0.177
Si -2.6836 -0.9639 -0.4296  0.479
C -3.3381 0.3542 0.7036  -0.150
C -3.2412 -2.6337 0.1473  -0.135
C -3.0489 -0.5817 -2.2133  -0.148
H 4.4011 -2.2913 -1.4374  0.096
H 3.8065 -1.7661 0.1403  0.100
H 3.7750 -0.6509 -1.2322  0.074
H 2.8516 -3.9086 -2.3769  0.133
H 0.5237 -4.6375 -2.7971  0.134
H -1.3821 -3.3136 -1.8909  0.106
H -3.0743 0.1404 1.7422  0.035
H -4.4295 0.3047 0.6501  0.064
H -3.0710 1.3775 0.4377  0.020
H -2.6844 -2.9308 1.0390  0.040
H -3.1518 -3.4300 -0.5887  0.039
H -4.2932 -2.5678 0.4357  0.058
H -2.6904 0.4142 -2.4891  0.026
H -4.1289 -0.5828 -2.3803  0.057
H -2.6182 -1.3060 -2.9058  0.038
F 1.1154 -0.6508 1.9590  -0.373
B -0.4346 -1.7723 3.3482  -0.920
F -0.5499 -2.7621 2.4801  0.260
F 0.4032 -1.8347 4.3474  0.305
F -1.2696 -0.7374 3.2267  0.227


[4]
DFT (the ωB97M-V functional and the def2-TZVPD basis) results for a structure of composition C15H30BeN3O24 at a distorted geometry.

## Properties
multiplicity: 1
net charge: -1
DFT total energy: -70040.338 eV
HOMO-LUMO gap: 6.06 eV
HOMO energy: -4.5 eV
lowest unoccupied orbital energy: 1.5 eV

Last column: Löwdin charge in e.
Cartesian coordinates (Å):
Be 19.9349 16.5081 14.4757  1.011
N 20.8609 19.9609 15.2879  -0.572
O 22.0197 20.2457 15.0147  0.029
O 20.4538 18.7577 15.2670  -0.112
O 20.0335 20.8502 15.6041  -0.061
N 23.7013 16.7466 14.4925  -0.583
O 24.6101 15.8963 14.6451  -0.079
O 23.9899 17.9230 14.2900  0.016
O 22.4954 16.3598 14.4860  -0.109
N 21.5345 18.1753 11.3853  -0.589
O 20.8081 17.4942 12.1872  -0.129
O 22.2106 19.0795 11.8669  0.025
O 21.4699 17.9122 10.1764  -0.050
C 19.0722 14.8915 19.0057  -0.018
O 20.2342 15.7043 19.0645  -0.022
C 20.6156 16.4559 18.0131  -0.579
O 20.0357 16.4429 16.9613  0.123
O 21.6912 17.1442 18.2694  0.065
C 22.5219 16.7905 19.3862  -0.019
H 19.3071 14.0703 18.3316  0.078
H 18.2061 15.4130 18.5969  0.072
H 18.8402 14.6275 20.0330  0.098
H 23.4910 17.2342 19.1636  0.103
H 22.7857 15.7360 19.4594  0.098
H 22.1001 17.1795 20.3076  0.094
C 19.1793 12.3040 15.8561  -0.051
O 20.3765 11.9756 15.1937  0.022
C 21.0324 13.0040 14.6072  -0.599
O 20.7083 14.1507 14.7405  0.112
O 22.0133 12.5762 13.8856  0.040
C 22.9750 13.5229 13.3987  -0.004
H 18.3218 12.6588 15.2821  0.080
H 19.4280 13.0441 16.6171  0.071
H 18.7761 11.4521 16.4049  0.097
H 23.7467 13.0152 12.8304  0.096
H 23.3944 14.0705 14.2443  0.070
H 22.4940 14.2846 12.7833  0.094
C 15.7121 15.8447 17.0487  -0.038
O 15.6993 14.9701 15.9451  0.008
C 16.8103 14.9343 15.1982  -0.590
O 17.7844 15.6026 15.3762  0.137
O 16.6115 14.2305 14.0902  0.005
C 15.5950 13.2122 14.0371  -0.021
H 16.1542 15.3970 17.9429  0.082
H 14.7045 16.0669 17.4002  0.099
H 16.2215 16.7916 16.8770  0.090
H 15.8591 12.4837 14.8061  0.091
H 15.5669 12.6755 13.0947  0.096
H 14.6077 13.5950 14.2860  0.093
C 20.6750 14.3377 9.4210  -0.035
O 20.3993 14.3728 10.8054  0.034
C 19.3704 15.0392 11.2816  -0.584
O 19.2031 15.2817 12.4410  0.104
O 18.4663 15.3523 10.3417  0.011
C 17.1881 15.7835 10.7477  -0.054
H 19.9555 13.6467 8.9665  0.091
H 21.6455 13.8922 9.2203  0.097
H 20.5698 15.3096 8.9438  0.101
H 16.7776 16.4539 9.9944  0.090
H 17.2547 16.3246 11.6923  0.079
H 16.3911 15.0479 10.8886  0.091
C 17.1606 19.5473 15.6123  -0.016
O 17.1717 19.8612 14.2041  0.016
C 17.8586 19.0882 13.3950  -0.586
O 18.1703 17.9466 13.6039  0.093
O 17.9889 19.7467 12.2332  0.030
C 18.3670 19.0399 11.0643  -0.027
H 18.0894 19.0836 15.9371  0.077
H 16.3334 18.8288 15.6652  0.077
H 16.8351 20.4651 16.0884  0.097
H 19.0678 18.2380 11.3262  0.061
H 18.7734 19.6943 10.3046  0.106
H 17.5167 18.4287 10.7441  0.073